Record 1
61
Properties=species:S:1:pos:R:3:nbo_charge:R:1 method="wB97M-V/def2-TZVPD" gap_ev=7.13 total_charge=-1 e_tot_ha=-8905.5296
C -4.475 1.471 0.837 -0.528
C -3.108 1.244 0.867 -0.134
C -2.558 0.069 0.094 -0.796
As -0.559 -0.020 -0.480 1.431
C -1.087 -1.880 -1.110 -0.770
C -0.390 -2.597 -2.281 -0.427
C -0.361 -4.150 -2.102 -0.202
N 0.993 -4.686 -2.351 -0.859
C -0.287 -0.564 1.458 -0.746
C 1.005 -0.539 2.298 -0.412
C 2.204 0.430 2.194 -0.430
C 2.708 1.006 3.559 -0.380
C 2.898 2.536 3.452 -0.406
C 4.014 2.909 2.426 -0.623
C 1.408 -0.348 -0.834 -0.906
C 2.070 -1.647 -0.409 0.821
O 3.263 -1.694 -0.481 -0.637
O 1.428 -2.737 0.022 -0.704
C -0.879 0.934 -2.277 -0.519
Br 0.109 0.195 -3.897 -0.075
C -2.272 1.173 -2.901 -0.242
C -3.329 2.078 -2.253 -0.660
Br -3.205 -0.451 -3.613 -0.066
S -0.120 2.248 0.282 1.943
O -0.062 2.431 1.716 -0.963
O -1.060 3.221 -0.246 -0.984
F 1.313 2.851 -0.349 -0.558
H -5.194 0.756 1.240 0.187
H -4.815 2.395 0.360 0.192
H -2.587 1.913 1.551 0.226
H -2.653 -0.812 0.759 0.233
H -3.265 -0.156 -0.704 0.226
H -2.164 -1.978 -1.284 0.221
H -0.952 -2.578 -0.275 0.226
H -0.982 -2.473 -3.195 0.214
H 0.632 -2.327 -2.557 0.204
H -1.084 -4.629 -2.786 0.152
H -0.651 -4.464 -1.091 0.174
H 0.966 -5.694 -2.434 0.350
H 1.398 -4.264 -3.178 0.355
H -1.025 -0.006 2.052 0.217
H -0.710 -1.567 1.610 0.220
H 1.442 -1.550 2.311 0.197
H 0.708 -0.475 3.359 0.198
H 3.069 -0.123 1.805 0.204
H 2.118 1.290 1.528 0.219
H 3.710 0.601 3.771 0.179
H 2.072 0.713 4.402 0.193
H 3.188 2.943 4.427 0.185
H 1.949 2.939 3.087 0.229
H 4.243 2.041 1.801 0.207
H 4.914 3.274 2.925 0.194
H 3.629 3.673 1.743 0.215
H 2.063 0.419 -0.410 0.277
H 1.710 -0.296 -1.887 0.272
H 2.006 -3.512 -0.047 0.507
H -0.383 1.908 -2.290 0.240
H -2.052 1.679 -3.841 0.219
H -3.000 2.784 -1.490 0.266
H -3.840 2.652 -3.037 0.205
H -4.120 1.443 -1.847 0.226

=====

Record 2
57
Properties=species:S:1:pos:R:3:nbo_charge:R:1 method="wB97M-V/def2-TZVPD" e_above_lowest_kcal_mol=6.75 gap_ev=10.15 e_tot_ha=-1889.3822
C 0.840 -1.369 -2.910 -0.439
C 2.012 -1.967 -3.646 -0.430
C 1.302 -2.509 -4.928 -0.074
O 0.047 -1.849 -5.112 -0.520
C -0.382 -1.706 -3.735 -0.085
H 0.939 -0.266 -2.997 0.211
H 0.859 -1.655 -1.872 0.216
H 2.513 -2.754 -3.165 0.210
H 2.732 -1.229 -3.942 0.206
H 1.092 -3.575 -4.890 0.163
H 1.938 -2.353 -5.805 0.187
H -0.960 -2.583 -3.335 0.169
H -1.100 -0.858 -3.779 0.191
C -0.027 1.938 -3.946 -0.448
C 0.997 2.609 -3.063 -0.437
C 0.212 3.860 -2.522 -0.060
O -0.780 4.121 -3.506 -0.546
C -0.775 3.112 -4.560 -0.061
H -0.722 1.296 -3.408 0.204
H 0.414 1.387 -4.820 0.225
H 1.833 2.960 -3.682 0.209
H 1.329 1.991 -2.237 0.210
H 0.828 4.754 -2.392 0.183
H -0.256 3.581 -1.576 0.164
H -0.258 3.486 -5.443 0.166
H -1.818 2.870 -4.835 0.190
C -1.195 -0.757 0.033 -0.419
C -0.532 0.590 -0.222 -0.456
C 0.369 0.733 0.979 -0.065
O -0.263 0.097 2.062 -0.556
C -1.222 -0.816 1.602 -0.069
H -0.556 -1.540 -0.324 0.196
H -2.221 -0.832 -0.329 0.222
H -1.265 1.386 -0.115 0.215
H -0.058 0.710 -1.171 0.222
H 0.592 1.802 1.222 0.188
H 1.380 0.253 0.767 0.158
H -2.196 -0.471 2.010 0.181
H -0.981 -1.863 1.867 0.179
C -0.180 -2.400 4.532 -0.435
C 0.802 -2.901 5.568 -0.438
C 0.269 -2.234 6.850 -0.077
O -1.068 -1.907 6.609 -0.515
C -0.945 -1.360 5.291 -0.081
H -0.871 -3.195 4.142 0.204
H 0.374 -1.962 3.709 0.219
H 1.813 -2.603 5.312 0.212
H 0.709 -3.998 5.668 0.210
H 0.836 -1.303 7.142 0.153
H 0.360 -2.891 7.690 0.190
H -0.353 -0.423 5.341 0.162
H -1.940 -1.195 4.859 0.197
Cl -2.265 2.967 2.039 -0.037
C -0.866 3.052 3.133 -0.400
Cl 0.263 4.343 2.623 -0.043
H -1.281 3.339 4.115 0.230
H -0.322 2.087 3.102 0.252

=====

Record 3
61
Properties=species:S:1:pos:R:3:nbo_charge:R:1 method="wB97M-V/def2-TZVPD" e_above_lowest_kcal_mol=0.00 gap_ev=10.88 e_tot_ha=-2190.4997
C -4.152 -21.052 20.795 -0.620
C -5.043 -21.337 19.596 -0.076
O -6.017 -22.309 19.900 -0.506
C -6.841 -22.667 18.904 0.802
C -7.820 -23.729 19.297 -0.716
O -6.858 -22.161 17.811 -0.602
H -4.759 -20.875 21.685 0.213
H -3.603 -20.143 20.560 0.216
H -3.495 -21.890 21.024 0.209
H -5.473 -20.382 19.272 0.183
H -4.427 -21.618 18.735 0.185
H -7.696 -23.929 20.361 0.226
H -7.692 -24.624 18.696 0.241
H -8.799 -23.288 19.119 0.243
C -16.909 -22.699 17.018 -0.638
C -16.340 -21.895 18.170 -0.091
O -16.148 -22.739 19.316 -0.498
C -15.027 -23.456 19.314 0.800
C -14.850 -24.279 20.550 -0.716
O -14.224 -23.416 18.419 -0.626
H -17.906 -23.113 17.186 0.211
H -16.261 -23.536 16.761 0.223
H -17.040 -22.082 16.124 0.209
H -15.406 -21.407 17.893 0.219
H -17.027 -21.108 18.476 0.192
H -15.749 -24.224 21.162 0.231
H -13.984 -23.959 21.120 0.244
H -14.746 -25.319 20.241 0.238
C -15.809 -20.121 13.307 -0.624
C -15.105 -20.493 14.594 -0.078
O -13.780 -19.933 14.555 -0.511
C -13.143 -19.662 15.685 0.812
C -11.751 -19.132 15.410 -0.720
O -13.623 -19.776 16.789 -0.627
H -16.842 -20.480 13.389 0.213
H -15.357 -20.588 12.437 0.217
H -15.929 -19.042 13.227 0.218
H -15.649 -20.086 15.447 0.195
H -15.009 -21.573 14.716 0.188
H -11.347 -18.665 16.305 0.238
H -11.775 -18.377 14.623 0.234
H -11.074 -19.912 15.066 0.245
C -7.748 -18.407 17.934 -0.627
C -8.277 -17.001 18.065 -0.076
O -7.596 -16.392 19.184 -0.513
C -8.103 -15.271 19.685 0.799
C -7.280 -14.756 20.844 -0.717
O -9.093 -14.731 19.266 -0.606
H -6.685 -18.317 17.683 0.207
H -8.260 -18.982 17.170 0.224
H -7.707 -18.961 18.872 0.221
H -8.071 -16.390 17.185 0.183
H -9.347 -16.926 18.267 0.198
H -6.583 -15.462 21.283 0.229
H -7.922 -14.367 21.632 0.237
H -6.733 -13.894 20.453 0.238
Cl -11.783 -20.689 20.318 -0.044
C -11.607 -21.578 18.792 -0.379
Cl -10.133 -21.054 17.935 -0.049
H -11.507 -22.615 19.084 0.221
H -12.445 -21.376 18.138 0.253

=====

Record 4
70
Properties=species:S:1:pos:R:3:nbo_charge:R:1 method="wB97M-V/def2-TZVPD" e_above_lowest_kcal_mol=95.89 gap_ev=7.58 e_tot_ha=-2379.1570
C 23.766 12.115 38.730 -0.402
N 23.550 13.386 39.331 -0.186
C 23.584 13.318 40.796 -0.420
C 24.705 14.336 39.012 -0.404
C 22.219 13.972 38.861 -0.235
C 20.994 13.165 39.114 -0.070
O 19.705 13.918 38.645 -0.732
H 24.609 11.901 38.811 0.183
H 23.859 12.167 37.547 0.270
H 23.067 11.318 39.102 0.240
H 24.403 12.901 41.188 0.230
H 23.084 12.471 41.250 0.224
H 23.254 14.047 41.307 0.217
H 25.668 14.017 39.248 0.223
H 24.531 15.290 39.378 0.252
H 24.817 14.338 38.001 0.249
H 22.215 14.000 37.781 0.263
H 22.015 14.876 39.493 0.232
H 20.650 13.140 40.165 0.194
H 21.058 12.397 38.536 0.178
H 19.479 14.704 39.288 0.475
N 24.050 17.015 36.758 0.723
O 24.696 16.786 35.824 -0.480
O 22.897 16.459 36.910 -0.644
O 24.607 17.451 37.785 -0.574
O 21.427 8.101 32.823 -0.945
S 20.582 9.180 33.243 2.357
O 19.223 9.208 32.758 -0.936
O 20.654 9.117 34.855 -0.711
C 20.175 10.302 35.633 -0.102
C 19.989 9.791 37.060 -0.615
C 21.397 10.661 32.664 -0.894
H 19.178 10.758 35.223 0.208
H 20.915 11.219 35.421 0.194
H 21.071 9.174 37.429 0.226
H 19.251 9.147 37.281 0.216
H 19.803 10.725 37.716 0.204
H 21.382 10.744 31.568 0.290
H 22.536 10.616 33.004 0.271
H 20.754 11.444 32.996 0.231
C 26.480 7.950 39.747 -0.068
C 25.706 6.646 39.394 -0.111
O 24.477 7.154 38.958 -0.492
C 24.651 8.445 38.539 0.974
O 23.812 9.121 38.016 -0.597
O 25.842 8.882 38.887 -0.486
H 27.522 7.964 39.383 0.200
H 26.419 8.306 40.597 0.160
H 25.838 6.085 40.395 0.220
H 26.085 6.252 38.435 0.206
C 22.055 15.618 33.926 -0.134
C 22.618 14.227 34.357 -0.111
O 22.629 13.413 33.173 -0.467
C 22.027 14.142 32.288 0.955
O 21.925 13.641 31.172 -0.651
O 21.853 15.305 32.564 -0.443
H 23.043 16.162 33.939 0.228
H 21.332 15.982 34.678 0.238
H 22.065 13.868 35.172 0.161
H 23.615 14.304 34.815 0.214
C 27.789 15.434 36.492 -0.101
C 28.225 15.163 34.993 -0.113
O 27.550 14.025 34.594 -0.424
C 26.734 13.765 35.464 0.971
O 25.875 12.910 35.342 -0.641
O 26.759 14.481 36.576 -0.482
H 27.683 16.474 36.722 0.225
H 28.605 15.299 37.167 0.168
H 29.297 15.162 34.953 0.198
H 27.867 16.041 34.363 0.201

=====

What did the fourth record say?
70
Properties=species:S:1:pos:R:3:nbo_charge:R:1 method="wB97M-V/def2-TZVPD" e_above_lowest_kcal_mol=95.89 gap_ev=7.58 e_tot_ha=-2379.1570
C 23.766 12.115 38.730 -0.402
N 23.550 13.386 39.331 -0.186
C 23.584 13.318 40.796 -0.420
C 24.705 14.336 39.012 -0.404
C 22.219 13.972 38.861 -0.235
C 20.994 13.165 39.114 -0.070
O 19.705 13.918 38.645 -0.732
H 24.609 11.901 38.811 0.183
H 23.859 12.167 37.547 0.270
H 23.067 11.318 39.102 0.240
H 24.403 12.901 41.188 0.230
H 23.084 12.471 41.250 0.224
H 23.254 14.047 41.307 0.217
H 25.668 14.017 39.248 0.223
H 24.531 15.290 39.378 0.252
H 24.817 14.338 38.001 0.249
H 22.215 14.000 37.781 0.263
H 22.015 14.876 39.493 0.232
H 20.650 13.140 40.165 0.194
H 21.058 12.397 38.536 0.178
H 19.479 14.704 39.288 0.475
N 24.050 17.015 36.758 0.723
O 24.696 16.786 35.824 -0.480
O 22.897 16.459 36.910 -0.644
O 24.607 17.451 37.785 -0.574
O 21.427 8.101 32.823 -0.945
S 20.582 9.180 33.243 2.357
O 19.223 9.208 32.758 -0.936
O 20.654 9.117 34.855 -0.711
C 20.175 10.302 35.633 -0.102
C 19.989 9.791 37.060 -0.615
C 21.397 10.661 32.664 -0.894
H 19.178 10.758 35.223 0.208
H 20.915 11.219 35.421 0.194
H 21.071 9.174 37.429 0.226
H 19.251 9.147 37.281 0.216
H 19.803 10.725 37.716 0.204
H 21.382 10.744 31.568 0.290
H 22.536 10.616 33.004 0.271
H 20.754 11.444 32.996 0.231
C 26.480 7.950 39.747 -0.068
C 25.706 6.646 39.394 -0.111
O 24.477 7.154 38.958 -0.492
C 24.651 8.445 38.539 0.974
O 23.812 9.121 38.016 -0.597
O 25.842 8.882 38.887 -0.486
H 27.522 7.964 39.383 0.200
H 26.419 8.306 40.597 0.160
H 25.838 6.085 40.395 0.220
H 26.085 6.252 38.435 0.206
C 22.055 15.618 33.926 -0.134
C 22.618 14.227 34.357 -0.111
O 22.629 13.413 33.173 -0.467
C 22.027 14.142 32.288 0.955
O 21.925 13.641 31.172 -0.651
O 21.853 15.305 32.564 -0.443
H 23.043 16.162 33.939 0.228
H 21.332 15.982 34.678 0.238
H 22.065 13.868 35.172 0.161
H 23.615 14.304 34.815 0.214
C 27.789 15.434 36.492 -0.101
C 28.225 15.163 34.993 -0.113
O 27.550 14.025 34.594 -0.424
C 26.734 13.765 35.464 0.971
O 25.875 12.910 35.342 -0.641
O 26.759 14.481 36.576 -0.482
H 27.683 16.474 36.722 0.225
H 28.605 15.299 37.167 0.168
H 29.297 15.162 34.953 0.198
H 27.867 16.041 34.363 0.201